The following is a DFT calculation (ωB97M-V/def2-TZVPD) of C7H8N2O2S3 as an isolated structure in a non-equilibrium geometry.

The largest force on an atom comes out at 0.0772 hartree/bohr. As for the HOMO energy (alpha / beta): -6.17 / -8.90 eV. As for the expectation value of S²: 2.010. As for the multiplicity: 3. As for the LUMO energy (alpha / beta): 0.24 / -3.08 eV.

Positions of all 22 atoms, in Å:
C -1.5499 -0.3188 -1.0713
C -0.8632 0.8773 0.9744
C -0.5707 -1.2648 -0.9067
C 0.2681 -0.0011 1.0440
C -1.7003 0.7369 -0.1562
C 0.3862 -1.0759 0.0782
C -2.7368 1.8556 -0.2750
N 2.5491 -0.0683 -0.8482
N 2.6087 0.8697 -1.7247
O 2.6558 -1.4241 1.2271
O 1.3468 -3.3090 0.7936
S 3.1096 0.5507 0.6149
S 3.1318 2.1897 -0.7622
S 1.8962 -2.0069 0.0279
H -2.1229 -0.2671 -2.0263
H -1.0205 1.6940 1.6980
H -0.4706 -2.0084 -1.6295
H 0.9007 0.0185 1.9301
H -3.3548 2.1152 -1.1909
H -3.5903 1.6778 0.3653
H -2.3955 2.8044 0.1539
H 1.5224 -3.6454 1.6837

Cartesian forces, eV/Å:
-0.996 1.585 -0.372
1.481 -1.669 -1.125
0.786 1.166 0.904
-1.961 -0.754 -0.272
-0.418 1.216 0.156
-0.710 1.673 1.274
-1.498 0.602 -0.350
-0.183 -3.050 2.534
0.623 1.944 -2.391
0.481 0.455 -1.015
-1.120 -2.103 -0.706
0.982 0.601 -0.353
-0.215 1.258 0.273
-0.220 -0.180 1.843
0.208 -0.348 1.053
0.173 -0.607 -0.427
0.302 -1.263 -1.031
-0.007 0.044 -0.425
1.621 -0.714 0.265
-0.203 -0.680 0.681
0.462 -0.162 -0.431
0.412 0.984 -0.086

The following is a DFT calculation (ωB97M-V/def2-TZVPD) of one molecule with the formula C2HIN2O2 in a non-equilibrium geometry.

The largest force on an atom comes out at 0.0633 hartree/bohr. The structure (SMILES) is N#C[C@@H](I)[N+](=O)[O-]. The energy above the lowest of the compared OMol25 structures with the same formula, charge and spin is 39.80 kcal per mole. As for the HOMO energy: -10.59 eV. As for the LUMO energy: -0.86 eV.

Positions of all 8 atoms, in Å:
N -0.6329 -0.4263 -2.3779
C -0.2007 -0.4015 -1.3211
C 0.3713 -0.3041 -0.0089
I 2.2845 0.6655 -0.0764
N -0.5647 0.4492 0.8935
O -1.5574 -0.1524 1.1963
O -0.2563 1.5569 1.2145
H 0.5562 -1.3873 0.4801

Cartesian forces, eV/Å:
-0.265 -0.092 -0.577
0.055 0.011 0.155
1.654 -2.521 1.222
-0.129 -0.275 -0.139
0.054 -0.113 -0.052
-0.629 -0.390 0.204
-0.081 0.782 0.368
-0.658 2.599 -1.180

The following is a DFT calculation (ωB97M-V/def2-TZVPD) of one molecule with the formula C2H6BrOP in a non-equilibrium geometry.

The largest force on an atom comes out at 0.0495 hartree/bohr. The structure (SMILES) is C[C@H](Br)PO. The energy above the lowest of the compared OMol25 structures with the same formula, charge and spin is 42.12 kcal per mole. As for the HOMO energy: -9.78 eV. As for the LUMO energy: -0.40 eV.

Positions of all 11 atoms, in Å:
C 0.0892 -1.3784 -0.4680
C -0.4213 -0.2103 0.2997
Br -2.7668 -0.2291 0.0552
P -0.0154 1.4815 -0.3436
O 1.4066 1.6423 0.4820
H -0.0488 -1.2358 -1.5417
H 1.1611 -1.4771 -0.2643
H -0.3990 -2.3050 -0.1628
H -0.3726 -0.3076 1.3820
H -0.7880 2.1319 0.6279
H 2.1549 1.8874 -0.0664

Cartesian forces, eV/Å:
-0.136 -0.161 -0.167
-2.207 0.137 -0.181
2.534 0.135 0.186
-0.315 -0.276 0.073
0.394 -0.020 0.231
0.019 -0.040 0.082
0.012 0.035 0.008
0.088 0.063 -0.005
-0.081 0.025 -0.081
-0.265 0.127 0.026
-0.043 -0.024 -0.172